C30H80HfN18O22 | ωB97M-V/def2-TZVPD

Geometry as XYZ:
```
151
Properties=species:S:1:pos:R:3:lowdin_charge:R:1
Hf -0.5277 -4.5730 3.8726 1.7852
C -0.7171 -1.5390 1.1937 0.0152
C -0.4012 -2.0921 2.3625 -0.3061
C 0.8475 -2.1047 3.1632 -0.2635
O 1.0010 -3.1553 3.8573 -0.0667
C 1.8108 -1.1184 2.9257 0.0295
C 1.9506 -0.2347 2.0853 -0.2075
C -0.0834 -0.6642 0.4883 -0.1385
O 0.4532 -0.1116 -0.3604 0.2231
O 2.1034 0.7983 1.6593 0.2623
O -1.2135 -2.9542 2.8197 -0.1026
H -1.5672 -1.9198 0.6760 0.1638
H 2.5003 -1.2177 3.7600 0.1857
C -2.1766 -6.8748 1.9468 -0.6238
O -1.9954 -5.9894 2.7931 -0.1110
N -2.2782 -6.6042 0.6532 0.2295
N -2.3591 -8.1213 2.5304 0.1759
H -2.3894 -7.3841 -0.0139 0.1458
H -1.8154 -5.7651 0.2850 0.0672
H -2.9416 -8.7804 2.0326 0.1079
H -2.6493 -7.8559 3.4968 0.1370
C 5.3729 7.3434 -0.8981 -0.5936
O 6.0398 8.1309 -0.4266 0.2353
N 3.9659 7.2765 -0.8154 0.1595
N 6.0653 6.3390 -1.7010 0.1107
H 3.5050 7.8045 0.0068 0.1506
H 3.4890 6.2850 -0.9549 0.1232
H 5.3830 5.4812 -2.4234 0.1997
H 7.0330 6.6611 -1.8935 0.1059
C 0.9802 4.9681 -0.1108 -0.5815
O 0.6942 4.4856 1.0116 -0.0174
N 1.9904 4.5722 -0.8982 0.1421
N 0.1286 6.0481 -0.7164 0.1387
H 2.4270 3.6932 -0.6722 0.1036
H 2.0030 5.0089 -1.9076 0.1037
H 0.5270 6.4133 -1.5925 0.0653
H -0.2415 6.7389 -0.0953 0.0837
C -2.5608 2.5657 -0.4053 -0.6310
O -2.5302 1.3292 -0.2136 -0.0240
N -3.7165 3.2317 -0.8452 0.1752
N -1.4886 3.3077 -0.2509 0.1972
H -4.4062 2.6443 -1.2697 0.1031
H -3.7092 4.2290 -0.7866 0.0976
H -0.5910 2.9368 -0.0344 0.0855
H -1.4681 4.1328 -0.8021 0.0752
C 4.3875 5.0502 -4.5752 -0.6294
O 4.1874 4.7915 -3.3556 -0.0482
N 3.3541 5.3804 -5.3603 0.2044
N 5.5411 4.8106 -5.2108 0.1827
H 3.4514 5.5994 -6.3547 0.1382
H 2.4963 5.4886 -4.9114 0.0521
H 5.8122 5.3065 -6.0550 0.1270
H 6.2982 4.6414 -4.5217 0.1280
C 0.2638 4.4246 -3.8013 -0.6673
O 0.9987 5.3115 -3.4005 -0.0392
N -0.7315 4.6126 -4.7281 0.1681
N 0.2256 3.2017 -3.2444 0.1740
H -1.2351 3.8597 -5.1772 0.0982
H -0.6570 5.5228 -5.2071 0.1250
H 0.8280 3.1158 -2.4470 0.0720
H -0.5026 2.4421 -3.4060 0.0851
C 1.3988 -6.0683 1.7948 -0.6129
O 0.4694 -5.2539 2.0143 -0.0954
N 2.0309 -6.7786 2.6967 0.1990
N 1.7688 -6.2433 0.5144 0.1997
H 1.9564 -6.5845 3.7335 0.1075
H 2.6731 -7.4564 2.2940 0.1304
H 2.1423 -7.0957 0.1869 0.1054
H 1.1993 -5.7475 -0.1285 0.0823
C -1.2516 -4.3761 -1.6831 -0.6704
O -1.0234 -4.2859 -0.4774 -0.0185
N -0.2907 -4.3157 -2.6347 0.1597
N -2.5098 -4.5028 -2.1331 0.2103
H -0.5219 -3.7936 -3.4484 0.0575
H 0.7106 -4.1039 -2.3122 0.1504
H -3.3340 -4.3973 -1.5350 0.0906
H -2.7251 -4.2198 -3.0434 0.0678
C -6.4454 -3.0896 2.0930 -0.0464
C -6.0899 -4.1679 1.0016 -0.4494
C -5.5162 -3.3329 -0.1121 -0.2145
O -5.1734 -3.9657 -1.3136 -0.2459
C -6.2378 -4.6245 -1.9319 -0.0807
N -5.3326 -5.2324 1.5525 0.0684
H -5.5683 -2.7124 2.4664 0.0356
H -7.1312 -3.5755 2.8098 0.0898
H -7.0249 -2.2652 1.6360 0.0728
H -7.0193 -4.6561 0.6622 0.1129
H -4.6755 -2.6894 0.2482 0.1451
H -6.3130 -2.6875 -0.4000 0.1010
H -5.8604 -5.5133 -2.3541 0.0772
H -6.7222 -3.9301 -2.5867 0.0877
H -6.9331 -5.0152 -1.1068 0.1036
H -5.6551 -5.6722 2.3709 0.0664
H -4.4006 -4.9782 1.6971 0.0335
C -0.7306 -0.6254 -2.8641 -0.0447
C -1.6958 -0.1244 -3.9387 -0.3604
C -2.8226 -1.1413 -4.2101 -0.1709
O -2.3139 -2.4793 -4.4311 -0.2484
C -2.3024 -2.8377 -5.8206 -0.0714
N -2.0721 1.3311 -3.7375 0.0716
H -1.2841 -0.6254 -1.9296 0.0672
H -0.0198 0.1073 -2.6258 0.0379
H -0.2592 -1.5760 -3.1501 0.0830
H -1.1173 -0.0626 -4.8954 0.1438
H -3.4381 -0.7838 -5.0381 0.1197
H -3.5381 -1.2155 -3.3386 0.1457
H -1.7852 -2.0520 -6.4093 0.0990
H -3.3379 -2.9358 -6.1511 0.0941
H -1.8049 -3.7896 -5.9231 0.0854
H -2.4998 1.4459 -2.8318 0.0612
H -2.5534 1.6774 -4.4721 0.0340
C 3.5420 4.5799 3.3201 -0.2282
C 3.4980 4.3842 4.7944 -0.2420
O 3.6049 5.6077 5.6022 -0.0832
O 2.6434 5.6553 2.8810 -0.0837
H 3.4339 3.6583 2.8117 0.0977
H 4.5057 5.0653 3.1251 0.1196
H 4.3645 3.6703 5.0173 0.1427
H 2.5469 3.8992 5.1119 0.1184
H 2.7079 6.0227 5.5673 0.0983
H 1.8015 5.2492 2.7826 0.0216
C 7.2465 3.1324 -1.0364 -0.3065
C 6.2923 2.1803 -1.6355 -0.2168
O 4.9724 2.4549 -1.0825 -0.0851
O 8.6262 2.8117 -1.1655 -0.0556
H 7.0293 3.2183 -0.0032 0.1131
H 7.0872 4.0614 -1.4846 0.0635
H 6.5424 1.1973 -1.2818 0.1173
H 6.5724 2.2791 -2.6937 0.1308
H 4.2107 2.6413 -1.6749 0.0712
H 8.8103 2.8317 -0.1696 0.1309
C 0.8744 -6.0164 6.3921 -0.1119
C -0.6575 -5.4350 6.6931 -0.2688
O -1.0954 -4.4565 5.7701 -0.3599
O 0.7921 -5.9386 4.8741 -0.4540
H 1.0313 -7.0646 6.6564 0.1066
H 1.5109 -5.2404 6.8038 0.0968
H -0.5905 -5.0735 7.7534 0.1116
H -1.5141 -6.1378 6.6882 0.1072
H 5.6586 8.9253 0.2884 0.3276
H -9.6470 -2.9184 -0.3556 -0.1835
C -1.3524 2.0261 4.5518 -0.2329
C -1.3080 2.0054 3.0665 -0.2501
O -2.0871 0.9268 2.5635 -0.0777
O -1.2207 0.7785 5.2504 -0.0399
H -2.2012 2.5854 4.9824 0.1323
H -0.4672 2.5835 4.7710 0.1019
H -0.2456 1.9222 2.6972 0.1132
H -1.6784 2.9450 2.6193 0.1204
H -2.1221 0.8831 1.5984 0.0229
H -1.9000 0.1927 4.9698 0.0592
```

The LUMO energy comes out at -6.782 eV. The calculation puts the HOMO-LUMO gap at 1.380 eV. The energy above the lowest of the compared OMol25 structures with the same formula, charge and spin is 7.595 eV. The charge is +2. The calculation puts the total energy at -3879.41735 Eh. The strongest force on any atom is 17.3 eV/A.

---

C30H80O30S10 | ωB97M-V/def2-TZVPD

Geometry as XYZ:
```
150
Properties=species:S:1:pos:R:3:lowdin_charge:R:1
O -1.0273 3.4058 10.9521 -0.3134
S 0.0004 3.8609 11.8833 0.6787
O 1.0699 4.7525 11.4135 -0.2975
O -0.6994 4.5118 13.2362 -0.2842
C -2.0277 4.0697 13.5476 -0.2726
C -2.2430 4.4639 15.0199 -0.0621
C 0.7620 2.3082 12.5970 -0.1003
H -2.0803 2.9844 13.4618 0.1105
H -2.6930 4.6438 12.9028 0.1222
H -3.2764 4.3419 15.3445 0.0785
H -1.9041 5.4954 15.1168 0.0808
H -1.6471 3.8199 15.6666 0.0750
H 0.0164 1.7204 13.1324 0.0531
H 1.4710 2.5839 13.3776 0.0639
H 1.1779 1.7195 11.7794 0.0673
O -7.6127 0.5789 2.3167 -0.3068
S -8.2526 0.4988 0.9852 0.6871
O -7.7465 -0.4315 -0.0242 -0.3020
O -9.8378 0.2051 1.2523 -0.2896
C -10.7059 -0.2961 0.2496 -0.3003
C -12.1139 -0.4345 0.7953 -0.0636
C -8.5842 2.2124 0.3074 -0.0830
H -10.3566 -1.2501 -0.1455 0.1182
H -10.7707 0.3815 -0.6017 0.1104
H -12.6292 -1.1411 0.1448 0.0812
H -12.6044 0.5306 0.9220 0.0829
H -12.0736 -0.9935 1.7302 0.0808
H -9.4699 2.1839 -0.3272 0.0527
H -7.7539 2.3232 -0.3901 0.0598
H -8.6691 2.9600 1.0960 0.0719
O 5.2446 -1.8367 0.2367 -0.3209
S 6.3495 -1.2203 1.0343 0.7292
O 7.1882 -2.0138 1.9746 -0.3144
O 7.4947 -0.5489 0.0075 -0.2641
C 7.0461 -0.1444 -1.2592 -0.3139
C 6.9686 -1.2540 -2.3226 -0.0727
C 5.7983 0.3389 1.8087 -0.1011
H 7.7571 0.5916 -1.6347 0.1210
H 6.0704 0.3414 -1.2524 0.1087
H 7.8914 -1.8341 -2.3240 0.0822
H 6.7485 -0.7921 -3.2851 0.0761
H 6.1454 -1.9494 -2.1582 0.0623
H 6.6627 0.6952 2.3690 0.0712
H 4.9899 0.0600 2.4846 0.0705
H 5.5610 1.0422 1.0105 0.0660
O 6.8248 3.3127 -9.0826 -0.2988
S 5.4545 3.7862 -9.1634 0.6622
O 5.0050 4.9749 -8.4609 -0.2808
O 5.0120 3.8473 -10.7338 -0.2850
C 5.3551 2.9061 -11.7201 -0.2870
C 6.0794 3.7321 -12.7744 -0.0671
C 4.3836 2.3593 -8.5875 -0.1070
H 4.4969 2.5887 -12.3124 0.1172
H 5.8754 2.0829 -11.2304 0.1195
H 6.2461 3.2347 -13.7299 0.0801
H 7.0419 3.9311 -12.3032 0.0788
H 5.5708 4.6845 -12.9234 0.0863
H 4.5447 2.1851 -7.5236 0.0634
H 4.4967 1.4296 -9.1450 0.0584
H 3.3254 2.5926 -8.7057 0.0600
O 0.8155 -2.4113 7.5199 -0.3253
S -0.4926 -3.0324 7.1560 0.6931
O -0.8089 -3.4077 5.7873 -0.2912
O -0.7623 -4.3878 8.0886 -0.3115
C -0.1837 -4.4935 9.4385 -0.2357
C 1.0494 -5.4419 9.3769 -0.0622
C -1.8779 -2.0512 7.9645 -0.0855
H -0.9036 -4.8518 10.1743 0.1146
H 0.0467 -3.4678 9.7266 0.0937
H 0.7403 -6.4370 9.0571 0.0725
H 1.5960 -5.4727 10.3195 0.0772
H 1.6763 -5.2674 8.5025 0.0749
H -1.7171 -1.0509 7.5625 0.0629
H -1.7393 -2.1217 9.0433 0.0566
H -2.7892 -2.5455 7.6279 0.0662
O -4.7425 -6.7445 -1.4091 -0.3052
S -5.9660 -7.4878 -1.2493 0.6897
O -6.1855 -8.7802 -1.8761 -0.2967
O -6.4118 -7.5166 0.4035 -0.2830
C -6.1656 -6.2983 1.1762 -0.2554
C -7.5101 -5.8825 1.8362 -0.0716
C -7.3645 -6.3558 -1.9284 -0.0822
H -5.6825 -5.5256 0.5781 0.1038
H -5.5137 -6.4653 2.0337 0.1148
H -7.2759 -4.9667 2.3789 0.0740
H -7.7555 -6.6445 2.5759 0.0751
H -8.3784 -5.6495 1.2199 0.0692
H -7.1390 -6.2597 -2.9905 0.0569
H -7.3142 -5.4012 -1.4047 0.0516
H -8.3057 -6.8916 -1.8050 0.0595
O -7.2594 2.8291 -7.8013 -0.3047
S -6.3963 2.4295 -6.6727 0.6854
O -7.1175 1.9834 -5.4786 -0.3175
O -5.3564 1.2446 -7.1895 -0.2961
C -4.5935 0.4546 -6.2918 -0.2561
C -3.1392 0.5110 -6.8700 -0.0506
C -5.1794 3.7951 -6.2847 -0.0958
H -5.0498 -0.5339 -6.2391 0.1212
H -4.6535 0.8798 -5.2900 0.1076
H -2.8706 1.5391 -7.1128 0.0703
H -3.0742 -0.1054 -7.7666 0.0733
H -2.3990 0.0842 -6.1932 0.0726
H -4.5777 3.7771 -7.1934 0.0580
H -4.6043 3.6293 -5.3737 0.0666
H -5.6413 4.7799 -6.2148 0.0657
O 7.1192 -6.0650 -6.6285 -0.3276
S 7.1229 -7.2918 -5.7902 0.6997
O 8.0419 -7.4116 -4.6396 -0.3047
O 5.5709 -7.5237 -5.2017 -0.2710
C 4.4641 -7.0578 -6.0283 -0.2839
C 3.3168 -6.7765 -5.0919 -0.0768
C 7.3021 -8.7705 -6.8261 -0.1176
H 4.0895 -7.8354 -6.6940 0.1147
H 4.7171 -6.1776 -6.6195 0.1095
H 3.0547 -7.7196 -4.6123 0.0801
H 2.4577 -6.5635 -5.7280 0.0817
H 3.5489 -6.0099 -4.3526 0.0881
H 6.6557 -8.6533 -7.6959 0.0654
H 6.9711 -9.5971 -6.1975 0.0702
H 8.3324 -8.8780 -7.1653 0.0722
O 6.6747 6.2334 1.9775 -0.2991
S 6.8170 6.8059 0.6418 0.6559
O 7.6691 6.1995 -0.3546 -0.2901
O 5.3029 7.0015 -0.0107 -0.2977
C 5.0229 6.7335 -1.3885 -0.2627
C 3.5217 6.9611 -1.5584 -0.0637
C 7.2153 8.5819 0.8616 -0.0977
H 5.4501 5.8194 -1.8008 0.1184
H 5.6097 7.5340 -1.8390 0.1104
H 3.1943 6.8677 -2.5939 0.0772
H 3.2367 7.9711 -1.2639 0.0753
H 2.8518 6.3273 -0.9775 0.0775
H 6.8589 8.9847 1.8096 0.0714
H 6.8225 9.1090 -0.0079 0.0643
H 8.2993 8.4696 0.8422 0.0608
O -1.4113 2.3853 -0.5299 -0.3032
S -0.2340 1.5717 -0.2952 0.6582
O 0.8578 1.4752 -1.2538 -0.2999
O 0.4981 2.1091 1.1119 -0.2696
C -0.3446 2.4576 2.2225 -0.2971
C 0.3579 3.4604 3.1311 -0.0611
C -0.6922 -0.1419 0.1707 -0.0983
H -0.5933 1.5172 2.7143 0.1116
H -1.2853 2.9340 1.9465 0.1105
H 0.3110 4.4324 2.6401 0.0819
H 1.3819 3.1086 3.2562 0.0782
H -0.0800 3.5057 4.1283 0.0809
H -1.4149 -0.0905 0.9851 0.0616
H 0.2416 -0.6344 0.4420 0.0769
H -1.2787 -0.4792 -0.6839 0.0691
```

The LUMO energy comes out at 0.056 eV. The calculation puts the HOMO-LUMO gap at 10.879 eV. The energy above the lowest of the compared OMol25 structures with the same formula, charge and spin is 6.935 eV. The calculation puts the total energy at -7429.76680 Eh. The strongest force on any atom is 3.8 eV/A.

---

C30H81N3O14 | ωB97M-V/def2-TZVPD

Geometry as XYZ:
```
128
Properties=species:S:1:pos:R:3:lowdin_charge:R:1
C 5.8320 -2.0571 -3.0358 -0.1475
O 6.4570 -1.1481 -2.2778 -0.1978
C 6.0580 0.2229 -2.2778 -0.1690
C 4.8500 0.2879 -1.3158 -0.2313
N 4.4920 1.6759 -1.0808 -0.0397
C 3.3770 1.5839 -0.1418 -0.1752
C 2.5990 2.8929 -0.2098 -0.3382
O 1.3760 2.7869 0.1532 -0.2159
C 0.6100 3.9719 0.1592 -0.0729
H 4.9080 -2.2781 -2.5338 0.0788
H 6.4540 -2.8921 -3.1438 0.0744
H 5.8200 -1.7181 -4.0658 0.0959
H 5.7180 0.6329 -3.2488 0.1274
H 6.9500 0.8149 -1.9758 0.1308
H 5.1030 -0.1431 -0.2678 0.1511
H 4.0780 -0.3081 -1.7068 0.0736
H 5.2920 2.0309 -0.5248 0.1350
H 3.8800 1.5269 0.8312 0.1047
H 2.5690 0.8649 -0.1188 0.1086
H 2.5940 3.3449 -1.2458 0.1379
H 2.9610 3.7099 0.3582 0.1056
H 0.9920 4.8029 0.7332 0.0797
H -0.3180 3.8049 0.8522 0.1083
H 0.3170 4.2189 -0.8328 0.0838
C -6.7210 -3.0211 -2.7448 -0.1181
O -6.1110 -2.0801 -1.9078 -0.2095
C -4.8330 -2.4281 -1.5108 -0.2153
C -4.0610 -1.1751 -1.0288 -0.1699
N -2.8110 -1.6301 -0.4198 -0.0827
C -2.9860 -2.3131 0.8472 -0.1590
C -1.8380 -3.3741 0.8912 -0.4258
O -1.6250 -3.8791 1.9702 -0.0987
C -0.5980 -4.9291 1.8862 -0.0071
H -7.7570 -2.9161 -2.9358 0.0659
H -6.5910 -4.0491 -2.3068 0.1120
H -6.2970 -2.8641 -3.7058 0.0722
H -4.4170 -2.9281 -2.4348 0.1411
H -5.0000 -3.1611 -0.7258 0.1123
H -4.5670 -0.7121 -0.2658 0.0942
H -3.7780 -0.4391 -1.7978 0.0925
H -2.5600 -2.3121 -1.1408 0.0973
H -3.9630 -2.8701 0.9482 0.1247
H -3.0900 -1.5931 1.5612 0.0800
H -1.0040 -2.8611 0.4722 0.0857
H -2.1620 -4.1331 0.1612 0.1381
H -1.0720 -5.9441 1.9622 0.1068
H 0.0090 -4.8811 2.8062 0.0858
H 0.0580 -4.8041 1.0062 0.0717
C -0.1030 1.5269 -2.0918 -0.1347
O -0.1650 0.5009 -2.9908 -0.1760
C -1.4750 -0.0421 -3.1458 -0.1671
C -2.4220 0.9509 -3.9058 -0.2149
N -3.5400 0.1989 -4.3238 -0.1070
C -4.7060 0.9679 -4.7778 -0.1834
C -5.9190 0.3089 -4.2408 -0.4099
O -7.0210 0.5249 -4.7778 -0.1036
C -8.1540 0.0369 -4.1378 -0.0701
H -0.8600 2.2839 -2.3988 0.0942
H 0.8540 1.9769 -2.0858 0.0743
H -0.3760 1.2339 -1.0508 0.0891
H -1.7870 -0.4481 -2.2108 0.0704
H -1.4210 -0.8921 -3.8198 0.1177
H -1.9900 1.2829 -4.8058 0.1177
H -2.8730 1.6129 -3.1768 0.0967
H -3.1970 -0.4831 -5.0918 0.1604
H -4.7840 0.9499 -5.9048 0.1330
H -4.6450 2.0899 -4.4968 0.1516
H -5.8770 0.5729 -3.1658 0.1459
H -5.7710 -0.6941 -4.4048 0.0948
H -8.6910 -0.5081 -4.8818 0.0826
H -8.8100 0.8199 -3.7468 0.0975
H -8.0620 -0.7251 -3.3498 0.0789
C 2.0800 -2.4151 3.2882 -0.0576
C 3.2020 -1.9851 2.4602 -0.3477
O 2.9730 -0.7551 1.8812 -0.0911
H 2.1110 -1.9041 4.1892 0.0604
H 2.2770 -3.5051 3.3662 0.1031
H 1.1510 -2.2991 2.7442 0.0721
H 3.4390 -2.6761 1.7032 0.0996
H 4.0770 -2.1081 3.0572 0.1103
H 2.3900 -0.9691 1.1292 0.0423
C -2.9470 2.5069 -0.2528 -0.1375
C -3.4440 3.0439 0.9572 -0.3071
O -3.3730 4.5259 0.9202 -0.0747
H -3.6710 2.5319 -1.2108 0.1264
H -2.7110 1.4529 -0.3668 0.0528
H -2.0330 2.9989 -0.5588 0.0510
H -2.8140 2.6139 1.7372 0.0934
H -4.4490 2.7029 1.1952 0.1150
H -3.1890 4.9649 1.7512 0.0707
C 2.4160 3.9709 4.7002 -0.0991
C 2.1390 3.8289 3.2782 -0.4161
O 2.9170 2.8179 2.9102 -0.0554
H 2.3150 3.1539 5.4022 0.0779
H 1.7100 4.7899 4.9652 0.0898
H 3.4290 4.2679 4.8532 0.0709
H 2.4080 4.7299 2.6962 0.1175
H 1.0100 3.7309 3.0522 0.1360
H 2.3250 2.1089 2.6372 0.0662
C -0.5840 0.9219 2.0762 -0.0958
C -0.3140 0.3949 3.3652 -0.2875
O 1.0570 0.5969 3.7502 -0.0576
H -1.5760 0.5969 1.6892 0.0996
H 0.1020 0.5309 1.4442 0.0321
H -0.5500 1.9689 2.0472 0.0524
H -0.5690 -0.7051 3.2502 0.1318
H -0.9810 0.7679 3.9992 0.0778
H 1.6740 0.2859 3.0702 0.0419
C 4.8110 0.2079 4.4882 -0.2338
C 5.3080 1.2899 5.2862 -0.2298
O 6.6150 1.7969 4.8192 -0.0669
O 5.0300 0.7329 3.1432 -0.0747
H 3.7470 0.1719 4.7462 0.1216
H 5.2180 -0.7821 4.6452 0.1182
H 5.4910 1.0609 6.2872 0.1044
H 4.4900 2.0549 5.1882 0.1167
H 6.4100 1.9079 3.8802 0.0608
H 4.5000 0.1689 2.5842 0.0249
C 1.9880 -1.9331 -0.9338 -0.2068
C 1.6050 -3.3221 -0.6938 -0.2697
O 2.3470 -4.1761 -1.5418 -0.0458
O 1.1720 -1.2351 -0.0258 -0.0853
H 1.7580 -1.6841 -1.9158 0.1240
H 3.0360 -1.7991 -0.6108 0.1271
H 0.5500 -3.6131 -0.9368 0.1327
H 1.8150 -3.7211 0.2782 0.1026
H 2.3520 -5.0051 -1.0758 0.0778
H 0.3590 -0.9811 -0.4748 0.0970
```

The LUMO energy comes out at 0.148 eV. The calculation puts the HOMO-LUMO gap at 9.125 eV. The energy above the lowest of the compared OMol25 structures with the same formula, charge and spin is 8.467 eV. The calculation puts the total energy at -2408.67935 Eh. The strongest force on any atom is 12.1 eV/A.